[1]
24
Properties=species:S:1:pos:R:3:forces:R:3:mulliken_charge:R:1 method="wB97M-V/def2-TZVPD" homo_lumo_gap_ha="0.2708 / 0.2708" e_homo_ev="-6.3982 / -6.3976" multiplicity=1 e_above_lowest_kcal_mol=90.4 charge=0 largest_force_ha_per_bohr=0.026
C 1.199 1.192 -0.338 0.0146 0.0907 -0.1416 1.350
C 2.564 0.621 -0.104 -0.0812 0.0522 -0.0754 -1.338
C 0.497 1.698 0.884 -0.0592 -0.0165 -0.1419 -1.213
C 0.656 1.272 -1.551 0.3726 0.5411 0.0223 -1.480
C -0.443 -2.039 1.617 -0.0989 -0.0013 -0.3166 -1.134
N -2.329 -0.790 -0.114 -0.2129 -0.7021 0.6280 -0.715
N -3.005 0.087 -0.972 0.3309 0.7142 -0.4678 -0.494
C -0.188 -1.633 0.210 -0.0011 -0.2902 0.2237 -0.454
N -1.126 -1.034 -0.499 0.5098 0.7823 -0.9807 0.460
H -3.991 0.020 -0.751 0.1586 -0.1445 -0.1182 0.262
H -2.854 -0.138 -1.959 -0.2583 -0.1412 0.1299 0.197
H 0.711 -1.913 -0.307 0.0853 0.2167 -0.1993 0.495
H 3.017 0.278 -1.030 0.0698 -0.0591 -0.0727 0.346
H 2.508 -0.214 0.595 0.0221 -0.0847 0.0790 0.258
H 3.215 1.375 0.343 0.0246 0.0077 0.0321 0.388
H 0.441 0.915 1.637 -0.0236 -0.1005 0.1199 0.207
H 1.050 2.533 1.318 0.0319 0.0164 0.0329 0.405
H -0.511 2.028 0.651 -0.1101 0.0342 0.0174 0.332
H 1.210 0.999 -2.436 0.1004 -0.2207 -0.1192 0.313
H -0.790 -0.618 -1.414 -0.4720 -0.6046 1.0565 0.391
H -0.280 1.785 -1.710 -0.2838 -0.0791 0.0544 0.439
H -1.160 -1.347 2.058 -0.0379 0.0357 0.1396 0.337
H -0.874 -3.042 1.682 -0.1114 -0.0337 0.0927 0.349
H 0.482 -2.035 2.192 0.0296 -0.0130 0.0052 0.300


[2]
50
Properties=species:S:1:pos:R:3:forces:R:3:mulliken_charge:R:1 method="wB97M-V/def2-TZVPD" homo_lumo_gap_ha="0.2866 / 0.1194" e_homo_ev="-14.0512 / -13.7241" multiplicity=5 e_above_lowest_kcal_mol=50.3 charge=+2 largest_force_ha_per_bohr=0.069
H 1.766 2.979 0.933 -0.0375 -0.0276 -0.0145 0.486
N 0.833 1.615 -0.429 -1.4788 1.3073 0.0965 -0.085
B -0.158 0.542 -2.681 1.4356 0.1314 -0.8613 0.163
N 0.248 1.715 -1.685 0.5218 0.8920 -0.0106 0.079
C 0.511 2.970 -2.122 -0.1621 -0.8645 1.0555 -0.069
Pt 1.255 0.134 0.739 1.2243 -0.5432 3.2796 0.933
H 0.345 3.232 -3.145 -0.3561 0.2142 -0.2952 0.473
C 1.098 3.717 -1.095 0.4341 -0.5184 1.1773 -0.967
H 1.390 4.737 -1.100 0.1211 0.5865 -0.2478 0.445
C 1.293 2.846 -0.028 -0.6632 0.6336 -2.3485 0.056
H 0.263 0.926 -3.755 -0.0301 -0.1866 0.3123 -0.116
C -1.917 -2.575 3.697 2.2251 -1.3384 -0.2888 -0.884
H -1.635 -2.970 4.678 -0.0978 0.0312 -0.2135 0.249
H -1.094 -1.963 3.316 -0.0128 -0.0408 0.0813 0.023
H -2.082 -3.396 2.996 -0.0172 0.0411 0.1818 0.296
N -1.659 0.180 -3.143 -0.2666 -0.0713 -0.6504 0.605
N 0.826 -0.594 -2.229 0.8294 -0.0181 0.3356 0.268
N -2.719 -0.059 -2.300 -0.0624 -0.3376 -0.1123 -0.551
N 1.184 -0.907 -0.925 -0.7202 -2.4425 -1.7936 -0.535
C -2.091 0.010 -4.444 2.1798 0.7920 2.1499 -0.027
C 1.666 -1.279 -3.042 -0.5571 0.0870 0.3233 -0.053
H -1.454 0.164 -5.292 0.2842 0.0955 -0.1383 0.472
H 1.696 -1.057 -4.108 -0.2082 -0.3632 0.3006 0.454
C -3.434 -0.373 -4.417 -1.9025 -0.6509 2.0448 -0.480
C 2.436 -2.146 -2.276 0.7342 -0.7394 -0.1974 -1.032
C -3.777 -0.437 -3.049 0.1151 -0.1023 -1.4056 -0.147
C 2.123 -1.901 -0.960 -0.5708 0.7461 -0.8103 -0.116
H -4.092 -0.607 -5.226 -0.0452 0.0083 -0.4676 0.426
H 3.152 -2.889 -2.611 -0.1355 0.3544 -0.1137 0.416
H -4.742 -0.775 -2.650 0.6723 0.4393 0.1308 0.438
H 2.520 -2.277 -0.026 -0.0060 -0.1411 -0.1492 0.693
H -2.762 -1.995 3.770 -2.0622 1.3321 0.2343 0.332
C -0.445 1.513 7.591 -0.2523 0.1427 0.2069 -1.361
C 0.285 0.985 6.400 -0.3040 0.1846 0.0880 0.910
C 0.578 -0.379 6.270 0.3193 -0.3565 -0.5008 -0.675
C 1.380 -0.828 5.222 -0.0318 0.2303 0.2766 -0.778
C 1.879 0.121 4.319 -0.0483 -0.3722 -0.3987 0.346
C 1.484 1.449 4.362 -0.3629 0.1704 0.2012 -0.223
C 0.672 1.872 5.402 0.1739 0.0904 -0.3758 -0.764
S 2.966 -0.350 3.005 0.4491 -0.2824 2.3576 1.537
O 4.253 -0.712 3.534 -1.1554 0.0826 -0.9667 -0.596
O 2.186 -1.425 2.292 -0.1705 1.1838 -1.4608 -0.689
O 2.988 0.883 2.128 -0.6073 -0.5913 -1.4134 -0.662
H -1.371 0.970 7.803 0.1373 -0.0385 -0.0770 0.356
H 0.191 1.426 8.479 -0.0881 0.0404 -0.0808 0.330
H -0.693 2.568 7.446 0.0405 -0.1807 0.1287 0.353
H 0.151 -1.095 6.975 0.2488 0.2228 -0.1351 0.415
H 1.604 -1.885 5.096 0.0336 0.2326 0.1045 0.469
H 1.785 2.123 3.574 0.1101 0.1090 0.2181 0.475
H 0.333 2.906 5.407 0.1233 -0.1744 0.2424 0.311